Entry 1:
A cluster of 9 separate species, C71H90Br2ClN3O6PS3 in total, computed with wB97M-V/def2-TZVPD.

XYZ file:
```
177
C71H90Br2ClN3O6PS3 (wB97M-V/def2-TZVPD)
C 3.78019 1.83176 1.40466
C 3.99101 0.44115 0.76182
Br 4.15070 -0.80571 2.28221
C 2.84167 -0.00650 -0.15557
Br 2.26857 1.55465 -1.22722
P 3.19606 -1.68498 -1.14743
C 3.75543 -3.41457 -1.80638
N 5.19877 -3.58383 -1.90112
C 4.00685 -0.83029 -2.66638
C 5.40138 -0.18390 -2.46628
C 5.45885 1.33937 -2.60489
O 5.81402 1.93345 -1.34527
O 2.31553 -2.46780 0.17009
C 0.97041 -2.77520 -0.09106
C 0.03898 -2.08843 0.93419
C 0.14579 -2.77476 2.32040
C -1.21750 -3.07762 2.95431
Cl -1.75561 -1.76480 4.06265
C 0.68715 -2.54280 -1.60701
C 0.60546 -3.81811 -2.48978
C 1.06031 -5.15702 -1.89374
C -0.13161 -6.08144 -1.54608
C 0.28872 -7.55183 -1.49724
S 1.56888 -7.85309 -0.28813
O 1.54899 -6.91688 0.80071
O 2.82711 -8.01409 -0.96775
O 1.19890 -9.28700 0.35474
C -0.64072 -1.77970 -1.94145
C -0.63342 -0.30260 -1.61131
C -2.02434 0.41140 -1.72666
S -3.28893 -0.49241 -2.67225
C -4.76506 -0.44501 -1.75026
S -6.20551 -0.48346 -2.50151
N -4.68352 -0.46969 -0.33340
C -4.39950 0.52929 0.56931
C -4.48464 -0.05263 1.80407
N -4.80655 -1.38223 1.68222
C -4.91314 -1.59962 0.40687
O 1.69281 -1.62552 -2.01758
H 4.44158 1.90192 2.26939
H 4.12294 2.58074 0.69216
H 2.74854 1.98699 1.71259
H 4.94364 0.48633 0.24423
H 2.00329 -0.20123 0.50989
H 4.43339 -1.72471 -0.39491
H 3.41289 -4.15231 -1.07695
H 3.29392 -3.69852 -2.75819
H 5.65598 -3.40516 -1.02026
H 5.61306 -3.04708 -2.64762
H 3.32093 -0.15989 -3.18458
H 4.15374 -1.65011 -3.37378
H 5.87292 -0.49408 -1.53341
H 6.06267 -0.56652 -3.25238
H 6.23608 1.62327 -3.32680
H 4.51018 1.74639 -2.95961
H 5.73560 2.88727 -1.42185
H 0.90142 -3.83218 0.21065
H -1.00733 -2.13370 0.62714
H 0.31112 -1.04465 1.08602
H 0.68468 -3.72208 2.25148
H 0.67856 -2.13426 3.02149
H -2.00678 -3.19151 2.21213
H -1.19725 -3.99738 3.53583
H -0.44450 -3.94426 -2.77225
H 1.12431 -3.58150 -3.41984
H 1.66044 -5.68776 -2.64240
H 1.69474 -5.06945 -1.01833
H -0.55809 -5.77442 -0.59123
H -0.84740 -6.01814 -2.36690
H 0.69520 -7.88463 -2.45096
H -0.54112 -8.21244 -1.23517
H 1.57504 -9.25935 1.24664
H -1.45878 -2.31334 -1.44681
H -0.79932 -1.87795 -3.01953
H -0.27129 -0.10010 -0.60894
H 0.02885 0.23194 -2.28225
H -2.36804 0.68699 -0.73323
H -1.89564 1.34250 -2.27925
H -4.16168 1.53137 0.25735
H -4.32551 0.48601 2.72301
H -5.14467 -2.52924 -0.08859
C -4.95085 4.87198 3.18009
C -5.25129 3.51746 3.17932
C -6.21642 3.01693 4.04129
C -6.88743 3.87636 4.90129
C -6.58909 5.23261 4.90150
C -5.61789 5.73062 4.04278
H -4.19391 5.25531 2.50783
H -4.73074 2.85147 2.50339
H -6.44577 1.95852 4.04320
H -7.64242 3.48705 5.57287
H -7.11278 5.90226 5.57265
H -5.38071 6.78709 4.04684
C 4.81290 2.95176 6.48193
C 5.22941 2.62084 5.19979
C 5.99765 3.51642 4.46789
C 6.35546 4.73873 5.02113
C 5.93959 5.06914 6.30386
C 5.16582 4.17669 7.03313
H 4.21095 2.25490 7.05100
H 4.95700 1.66543 4.76882
H 6.31719 3.26012 3.46556
H 6.95755 5.43526 4.45047
H 6.21747 6.02300 6.73455
H 4.83709 4.43599 8.03167
C -0.13971 4.16506 1.99698
C -1.10181 5.03433 2.49469
C -1.50260 6.13010 1.74048
C -0.94771 6.35042 0.48632
C 0.01222 5.47843 -0.01061
C 0.41905 4.38696 0.74479
H 0.16851 3.30657 2.58135
H -1.54286 4.85538 3.46787
H -2.24956 6.81210 2.12948
H -1.26351 7.20228 -0.10340
H 0.44423 5.64837 -0.98865
H 1.16701 3.70523 0.36015
C 2.41783 6.56680 3.00258
C 1.83074 7.75986 2.60277
C 2.58785 8.92302 2.55121
C 3.93339 8.89313 2.89351
C 4.51998 7.69998 3.29216
C 3.76185 6.53813 3.34984
H 1.83232 5.66052 3.04407
H 0.78519 7.78019 2.33171
H 2.12883 9.85445 2.24319
H 4.52418 9.79987 2.84979
H 5.56952 7.67517 3.55918
H 4.21822 5.60846 3.66605
C 3.07887 -10.18934 -6.06226
C 3.56244 -9.23863 -6.95063
C 3.92214 -7.97875 -6.49066
C 3.80520 -7.67184 -5.14159
C 3.32534 -8.62300 -4.25054
C 2.95828 -9.88012 -4.71367
H 2.79575 -11.17131 -6.42093
H 3.65860 -9.47929 -8.00213
H 4.29441 -7.23517 -7.18403
H 4.08930 -6.69106 -4.78106
H 3.22797 -8.38342 -3.19957
H 2.57897 -10.62067 -4.02015
C -0.42324 0.70398 -6.81934
C -0.08072 0.58530 -5.47924
C 1.00422 1.28760 -4.97268
C 1.74442 2.11434 -5.80622
C 1.40182 2.23543 -7.14639
C 0.31964 1.52847 -7.65373
H -1.26807 0.15304 -7.21356
H -0.65896 -0.05864 -4.82665
H 1.26924 1.18788 -3.92903
H 2.58985 2.66260 -5.40957
H 1.97939 2.88072 -7.79668
H 0.05549 1.61948 -8.70000
C -5.21407 1.54773 10.13429
C -6.21207 2.34347 10.67992
C -6.83533 3.30741 9.89937
C -6.46507 3.47057 8.57126
C -5.46898 2.67312 8.02461
C -4.84119 1.71389 8.80739
H -4.72628 0.79732 10.74329
H -6.50418 2.21243 11.71424
H -7.61021 3.93176 10.32621
H -6.95294 4.22005 7.96085
H -5.18240 2.80003 6.98826
H -4.06169 1.09492 8.38219
C -7.53709 -3.51493 -7.66330
C -7.30525 -2.46126 -8.53680
C -6.97685 -1.20719 -8.03984
C -6.87416 -1.00845 -6.66961
C -7.10390 -2.06189 -5.79633
C -7.43798 -3.31455 -6.29296
H -7.79426 -4.49280 -8.05066
H -7.37944 -2.61779 -9.60563
H -6.79910 -0.38452 -8.72089
H -6.61193 -0.03303 -6.27975
H -7.01882 -1.90031 -4.72950
H -7.61991 -4.13565 -5.61118
```

Highest occupied orbital energy, eV: -4.61
Calculated total energy, hartree: -10519.2728
Net charge: -1
Gap between HOMO and LUMO, eV: 5.521

Atom charges from the Löwdin analysis, given in e for atoms 1 to 2: -0.214 -0.785

Entry 2:
A cluster of 2 separate species, C10H16O in total, computed with wB97M-V/def2-TZVPD.

XYZ file:
```
27
C10H16O (wB97M-V/def2-TZVPD)
C -3.03962 0.22754 -0.69109
C -1.67640 -0.42104 -0.88076
C -0.77084 0.04243 -1.83880
C 0.50195 -0.50870 -1.78775
C 0.72398 -1.67134 -1.06808
O 2.01498 -2.14839 -0.95165
C -0.23043 -2.26059 -0.25529
C -1.45956 -1.60505 -0.18353
H -3.31526 0.02046 0.33975
H -3.84699 0.04950 -1.36478
H -2.93709 1.31790 -0.73708
H -1.13309 0.90917 -2.37057
H 1.32862 -0.11344 -2.36933
H 2.51262 -1.83045 -1.65394
H -0.01560 -3.09345 0.39224
H -2.13185 -1.89402 0.61461
C 0.33729 2.10898 1.09930
C 1.05706 1.04518 1.89777
C 2.24413 0.42135 1.14100
H -0.21630 2.86896 1.66498
H -0.35346 1.56761 0.45934
H 0.97333 2.79844 0.53682
H 1.37609 1.30039 2.91226
H 0.38884 0.22222 2.15348
H 2.97227 0.14766 1.90612
H 2.00468 -0.53455 0.67600
H 2.69066 1.03323 0.35897
```

Highest occupied orbital energy, eV: -8.53
Calculated total energy, hartree: -465.8403
Energy relative to the best compared isomer or geometry (same formula, charge and spin), kJ/mol: 151.1
SMILES: Cc1ccc(O)cc1.CCC
Gap between HOMO and LUMO, eV: 9.455

Atom charges from the natural (NBO) analysis, given in e for atoms 1 to 2: -0.633 -0.037